Formula: C42H26IN6O2W
Source: the OMol25 dataset
Level of theory: ωB97M-V/def2-TZVPD

```
78
C42H26IN6O2W, DFT ωB97M-V/def2-TZVPD
W 0.01680 0.60810 -0.29420
O 1.41130 -5.62670 -3.08240
C 0.44260 -4.96540 -3.39280
O -0.45080 -5.00410 -4.21850
C 0.30360 -3.63620 -2.49650
C -0.89910 -2.95980 -2.46400
C -0.97920 -1.78060 -1.72480
N 0.12560 -1.24480 -1.11900
C 1.30530 -1.93020 -1.15900
C 1.41610 -3.14120 -1.82440
C 2.36370 -1.26450 -0.41720
C 3.65120 -1.77650 -0.26010
C 4.57760 -1.07860 0.48740
C 4.21090 0.15610 1.02430
C 2.93030 0.61980 0.81940
N 1.99740 -0.06750 0.13040
C -2.17480 -1.03810 -1.42630
C -3.47650 -1.39220 -1.79310
C -4.53130 -0.62350 -1.35690
C -4.27920 0.44010 -0.47920
C -2.98350 0.71520 -0.11990
N -1.92730 0.05620 -0.64130
H -1.75160 -3.37430 -2.98040
H 2.32230 -3.72420 -1.82950
H 3.90630 -2.71910 -0.71220
H 5.56290 -1.47980 0.65650
H 4.90490 0.73170 1.61450
H 2.62250 1.57530 1.23370
H -3.63740 -2.26390 -2.40500
H -5.54050 -0.86340 -1.64820
H -5.08680 1.04190 -0.09540
H -2.74440 1.48470 0.61430
I -2.46170 3.65860 -1.51960
C -2.39130 2.14150 -3.00700
C -3.40550 1.97380 -3.90740
C -3.24400 1.03970 -4.94130
C -2.08460 0.31770 -5.05990
C -1.02450 0.49650 -4.15350
C 0.22690 -0.15520 -4.29140
C 1.28410 0.19590 -3.50010
C 1.11890 1.09630 -2.40910
C -0.16220 1.59860 -2.11980
C -1.19240 1.40970 -3.07710
H -4.30640 2.56250 -3.83690
H -4.03160 0.92170 -5.66730
H -1.95220 -0.37310 -5.87740
H 0.35100 -0.86970 -5.09070
H 2.26960 -0.19440 -3.71340
H 2.02560 1.56220 -2.00270
N -1.05940 4.41530 9.28920
C -0.90330 3.90900 8.27500
C -0.72590 3.31660 7.00120
C -1.84100 2.89090 6.28060
C -1.67760 2.36980 5.01390
C -0.41050 2.30230 4.43860
C 0.70320 2.71080 5.16890
C 0.54940 3.20880 6.44740
C -0.27140 1.79430 3.05790
C 0.09270 2.71430 2.06500
C 0.33460 4.08930 2.27760
C 0.74390 4.62040 1.06820
C 0.72010 3.57630 0.15180
N 0.30790 2.41230 0.71280
C -0.51960 0.44130 2.84250
C -0.86590 -0.54180 3.80360
C -1.02670 -1.72300 3.11680
C -0.77070 -1.44090 1.77270
N -0.45390 -0.14970 1.58780
H -2.82560 2.97750 6.71310
H -2.53810 2.04850 4.44670
H 1.69030 2.64340 4.73490
H 1.40820 3.52610 7.01810
H 0.20840 4.60710 3.20750
H 1.01170 5.63700 0.85980
H 0.96650 3.64300 -0.89570
H -0.98970 -0.38380 4.85520
H -1.28990 -2.68330 3.51270
H -0.81510 -2.15490 0.96510
```

Properties
expectation value of S²: 2.0388
orbital gap (alpha / beta): 5.8 / 5.5 eV
total charge: +1
multiplicity: 3
ΔE to the lowest compared entry with this formula, charge and spin: 96.1 kJ/mol